(1)
{"formula": "C14H29ClGeO5Re", "method": "ωB97M-V with the def2-TZVPD basis set", "de_lowest_kj_mol": 0.0, "total_charge": 3, "molar_mass_da": 571.651, "spin_multiplicity": 3, "elements": ["Re", "Ge", "Cl", "O", "O", "O", "O", "O", "C", "C", "C", "C", "C", "C", "C", "C", "C", "C", "C", "C", "C", "C", "H", "H", "H", "H", "H", "H", "H", "H", "H", "H", "H", "H", "H", "H", "H", "H", "H", "H", "H", "H", "H", "H", "H", "H", "H", "H", "H", "H", "H"], "coordinates": [[0.125727, 0.162817, 0.310148], [1.202998, 0.507688, -2.455225], [-2.248552, -0.060542, 4.522018], [0.712622, -0.258635, 2.152495], [-1.132420, -0.920599, -0.144586], [1.590532, -0.469097, -0.929655], [0.328151, 1.532661, -0.982854], [-1.088937, 0.872294, 1.868633], [0.542849, 3.324800, -0.840878], [-0.336644, 0.316465, 2.717452], [3.695708, -1.183512, 0.117885], [-0.858448, 3.821766, -0.920035], [-0.550683, 0.264703, 4.181782], [-2.702638, -3.032316, 0.542658], [-3.404347, -1.679273, -1.466504], [-3.097000, -1.732385, -0.022982], [3.051337, -1.997606, -2.190075], [1.404944, 3.611557, -2.026636], [1.779196, -2.815280, -0.160935], [1.207932, 3.440565, 0.492401], [2.611972, -1.723429, -0.776348], [-3.764363, -0.762035, 0.855295], [1.433762, -2.544979, 0.839829], [2.223261, -2.311236, -2.830162], [-2.755007, -2.316002, -2.061915], [-1.470589, 3.449608, -0.099297], [1.585783, 4.691764, -2.031179], [0.536682, 3.171081, 1.310152], [3.762721, -2.825722, -2.168381], [-3.818598, 0.237552, 0.428266], [0.907235, 3.383021, -2.970667], [2.147963, 2.888099, 0.550830], [4.435427, -1.973742, 0.262662], [-1.322807, 3.601240, -1.879344], [3.313933, -0.913665, 1.103773], [-3.361989, -0.747575, 1.866293], [-2.328539, -2.960615, 1.562079], [-2.024760, -3.591016, -0.098126], [3.586862, -1.150723, -2.629536], [-0.278961, 1.239479, 4.598956], [-3.647896, -3.596293, 0.580724], [0.087568, -0.499749, 4.618561], [2.405068, -3.702304, -0.049399], [-4.422533, -2.090171, -1.530921], [0.933037, -3.080960, -0.795534], [-0.809509, 4.911778, -0.821602], [4.208326, -0.332350, -0.329772], [2.389693, 3.139626, -1.961369], [1.456726, 4.499478, 0.620020], [-3.443810, -0.663742, -1.853980], [-4.798970, -1.132511, 0.925003]], "forces_ev_per_a": [[-0.54, -0.44, 0.32], [0.17, 0.29, 0.11], [-0.03, -0.01, 0.02], [0.07, 0.20, 0.08], [0.61, 0.35, -0.08], [0.32, -0.57, -0.03], [0.05, 0.23, -0.42], [0.11, 0.03, 0.17], [-0.14, 0.29, 0.06], [0.10, 0.04, -0.23], [0.01, -0.03, 0.01], [-0.04, -0.15, 0.00], [-0.04, 0.01, 0.05], [0.34, 0.19, 0.05], [0.40, 0.16, 0.11], [-1.37, -0.64, -0.14], [0.04, -0.07, 0.04], [0.01, -0.17, -0.02], [-0.01, -0.02, -0.04], [0.00, -0.13, 0.00], [-0.23, 0.23, -0.06], [0.34, 0.23, 0.08], [0.01, -0.02, 0.00], [0.00, 0.00, 0.00], [-0.04, -0.03, -0.02], [-0.01, 0.03, -0.01], [0.00, 0.00, 0.00], [0.00, 0.04, -0.01], [0.01, 0.00, -0.04], [-0.03, -0.01, 0.00], [0.00, 0.03, -0.01], [0.00, 0.04, -0.04], [0.01, 0.01, 0.01], [-0.01, 0.01, 0.00], [0.00, -0.01, -0.01], [-0.04, 0.01, -0.01], [-0.05, -0.03, 0.01], [-0.03, -0.02, -0.02], [0.00, 0.01, 0.00], [0.02, 0.00, 0.01], [0.01, -0.02, 0.02], [0.01, -0.01, 0.01], [0.00, -0.01, 0.00], [-0.01, 0.00, -0.05], [0.02, -0.01, 0.01], [0.01, 0.01, 0.00], [0.00, -0.01, -0.01], [0.00, 0.03, 0.00], [0.00, -0.01, 0.05], [-0.07, 0.00, -0.01], [0.00, -0.02, 0.00]], "lowdin_charge": [1.80, 1.35, 0.72, -0.11, -0.36, -0.59, -0.62, -0.07, -0.42, -0.57, 0.00, 0.00, -0.45, 0.00, -0.01, -0.31, -0.05, -0.05, -0.02, -0.01, -0.53, -0.01, 0.08, 0.10, 0.11, 0.10, 0.14, 0.09, 0.13, 0.11, 0.10, 0.11, 0.13, 0.11, 0.09, 0.07, 0.11, 0.11, 0.09, 0.13, 0.15, 0.11, 0.13, 0.15, 0.10, 0.14, 0.11, 0.10, 0.14, 0.11, 0.15]}



(2)
{"formula": "C14H29F5GaO3", "method": "ωB97M-V with the def2-TZVPD basis set", "de_lowest_kj_mol": 0.0, "total_charge": -1, "molar_mass_da": 410.096, "spin_multiplicity": 1, "elements": ["Ga", "F", "F", "F", "F", "F", "O", "O", "O", "C", "C", "C", "C", "C", "C", "C", "C", "C", "C", "C", "C", "C", "C", "H", "H", "H", "H", "H", "H", "H", "H", "H", "H", "H", "H", "H", "H", "H", "H", "H", "H", "H", "H", "H", "H", "H", "H", "H", "H", "H", "H", "H"], "coordinates": [[0.379499, 0.938715, 0.453079], [-1.266989, -2.173950, 0.473237], [-3.364298, -2.604995, -1.136549], [-2.505884, -2.455541, 2.245865], [-3.066279, -4.180330, 0.312028], [-4.701961, -2.793123, 0.555987], [2.200010, 0.704659, 0.962026], [5.241516, 0.080330, 0.026609], [0.467079, -0.665879, -3.490254], [-2.936828, -0.526490, 0.940727], [-2.234859, 0.426219, 1.921873], [0.097454, 3.902543, 1.081537], [4.697410, -1.955780, 1.132379], [4.276395, -0.515656, 0.910027], [0.019161, 2.878019, -0.060100], [-2.498798, -1.967533, 0.977706], [0.278786, -3.024575, -4.094316], [-1.103305, 3.919153, 2.026653], [-0.716189, 0.276122, 2.054135], [-3.421809, -2.902237, 0.165955], [2.843147, -0.377926, 0.380089], [-0.352014, -1.820021, -3.417578], [-1.293914, 2.966249, -0.857354], [0.825669, 3.134413, -0.757018], [-1.731101, 3.974716, -0.853747], [4.773570, 0.752402, -0.479999], [4.180034, -2.370282, 1.999361], [-0.440200, -0.752417, 2.299845], [-2.749593, 0.362707, 2.888851], [-1.109490, 2.687842, -1.897716], [-2.063586, 2.271554, -0.503036], [4.306816, 0.023133, 1.863517], [0.999639, 3.723078, 1.675033], [0.211144, 4.916831, 0.663864], [-2.852628, -0.177510, -0.090456], [0.129402, 0.015692, -0.829874], [-0.391001, 0.874425, 2.914393], [0.605930, -0.437379, -4.414884], [-1.103886, 3.051819, 2.689782], [-0.355303, -3.907412, -3.990924], [1.251188, -3.237922, -3.648819], [-2.048848, 3.910372, 1.479452], [-1.102009, 4.815150, 2.653913], [-0.488431, -2.003357, -2.351052], [-2.434912, 1.434774, 1.551052], [-1.339892, -1.616357, -3.850091], [-4.004382, -0.552257, 1.177752], [0.431015, -2.838354, -5.161539], [5.773348, -2.009010, 1.313046], [4.470564, -2.573419, 0.259518], [2.310278, -1.328819, 0.555727], [2.909337, -0.272386, -0.719712]], "forces_ev_per_a": [[-0.22, -0.16, 0.06], [0.26, -0.06, -0.08], [-0.04, 0.03, -0.09], [-0.06, -0.08, 0.32], [0.05, -0.11, -0.01], [-0.04, -0.01, 0.03], [-0.06, 0.13, -0.12], [-0.04, 0.01, -0.09], [0.11, 0.05, -0.18], [-0.21, 0.11, 0.01], [0.15, 0.02, -0.01], [-0.06, 0.11, -0.08], [0.12, -0.01, -0.06], [-0.02, -0.03, 0.09], [0.04, -0.06, 0.18], [-0.13, 0.09, -0.15], [0.06, 0.03, 0.01], [-0.02, -0.06, 0.09], [0.18, 0.21, 0.00], [-0.04, 0.06, 0.01], [0.09, 0.05, 0.09], [-0.02, 0.03, 0.07], [0.14, -0.06, -0.08], [0.06, -0.03, 0.05], [0.01, 0.01, -0.04], [0.01, 0.04, 0.09], [-0.05, -0.01, -0.04], [0.00, 0.01, 0.00], [0.04, -0.16, 0.00], [-0.04, -0.01, 0.00], [-0.06, 0.12, 0.08], [-0.03, -0.01, 0.00], [0.04, 0.02, -0.05], [-0.07, -0.01, 0.00], [0.20, -0.08, -0.02], [-0.01, -0.06, -0.08], [-0.03, -0.01, -0.01], [-0.04, -0.06, -0.01], [0.00, -0.02, -0.05], [-0.01, 0.00, 0.00], [-0.01, -0.01, 0.01], [0.01, 0.03, -0.03], [0.03, -0.02, 0.02], [-0.01, 0.03, -0.03], [-0.19, 0.00, 0.07], [-0.01, -0.02, 0.03], [-0.01, 0.11, -0.07], [-0.03, -0.01, -0.01], [-0.02, 0.00, 0.02], [-0.01, 0.03, -0.01], [-0.02, 0.00, 0.05], [-0.02, -0.14, -0.02]], "lowdin_charge": [0.45, 0.11, 0.16, 0.12, 0.16, 0.15, -0.28, -0.07, -0.10, -0.10, -0.27, -0.31, -0.07, -0.42, -0.41, -0.47, -0.10, -0.12, -0.24, -0.56, -0.35, -0.34, -0.17, 0.07, 0.06, 0.08, 0.08, 0.04, 0.10, 0.06, 0.04, 0.13, 0.10, 0.09, 0.13, 0.00, 0.04, 0.07, 0.05, 0.07, 0.07, 0.06, 0.06, 0.09, 0.07, 0.11, 0.12, 0.06, 0.07, 0.08, 0.11, 0.11]}



(3)
{"formula": "C14H29IO13V", "method": "ωB97M-V with the def2-TZVPD basis set", "de_lowest_kj_mol": 0.0, "molar_mass_da": 583.221, "spin_multiplicity": 4, "elements": ["I", "V", "O", "O", "O", "O", "O", "O", "O", "O", "O", "O", "O", "O", "O", "C", "C", "C", "C", "C", "C", "C", "C", "C", "C", "C", "C", "C", "C", "H", "H", "H", "H", "H", "H", "H", "H", "H", "H", "H", "H", "H", "H", "H", "H", "H", "H", "H", "H", "H", "H", "H", "H", "H", "H", "H", "H", "H"], "coordinates": [[2.796806, 1.631704, -0.743912], [0.587003, 0.119407, 0.143576], [1.006238, -1.751367, -3.709492], [1.962951, -3.856813, 0.623861], [0.136117, -0.608917, -1.995701], [-0.846793, 1.651273, -0.572235], [-1.042183, -0.999519, 0.930656], [-1.523878, 3.696190, -0.177123], [0.257492, 1.444001, 1.906753], [-1.492362, 2.983739, -2.267671], [3.269368, -2.971686, -0.804244], [-0.666095, -2.585879, -2.678577], [1.861561, -1.647371, 0.341508], [-1.297678, 2.110690, 3.385266], [0.779134, 2.290831, 3.901498], [-2.131218, -1.613653, 1.425224], [-1.544213, -2.631525, -1.531526], [3.849509, -1.847295, -1.469851], [-1.719631, 5.000178, -0.697444], [2.168682, 2.307821, 3.531663], [-1.061320, 2.071262, -3.270331], [-1.242044, 2.688708, -1.000114], [-0.064169, 1.922917, 2.965570], [-2.081116, -1.783625, 2.953178], [1.051352, -3.747734, 1.715488], [0.139217, -1.567501, -2.736662], [2.338000, -2.728288, 0.072289], [-2.368512, 1.717674, 2.498991], [1.771452, -0.625440, -4.090189], [2.311104, 2.225721, 2.458738], [2.694808, 1.517734, 4.071932], [-1.284238, -2.462832, 3.268593], [0.357858, -2.916158, 1.596433], [-3.082828, -1.077074, 1.218688], [-0.780422, 5.403399, -1.065946], [2.511003, -0.329683, -3.344784], [4.580972, -1.350961, -0.825747], [3.105068, -1.098876, -1.729396], [1.140155, 0.242235, -4.291397], [-3.007639, -2.257160, 3.322364], [-2.827776, 2.617944, 2.096491], [-2.532506, 5.026922, -1.419765], [2.277860, -0.886501, -5.015247], [-1.921581, 1.512217, -3.640282], [-3.078664, 1.182395, 3.118249], [-0.995590, -3.033329, -0.679256], [-1.938565, -1.653225, -1.285319], [-0.663625, 2.663192, -4.095327], [-2.235671, -2.641184, 1.008838], [-0.288316, 1.401189, -2.921124], [-1.982377, -0.826284, 3.465680], [-2.041984, 5.615821, 0.143404], [1.603396, -3.641041, 2.651444], [4.387723, -2.218804, -2.335680], [-2.323652, -3.347031, -1.778091], [-1.969531, 1.105241, 1.691656], [2.596203, 3.237866, 3.913028], [0.495145, -4.681516, 1.751372]], "forces_ev_per_a": [[-0.12, 0.17, 0.00], [-1.56, -0.22, 0.13], [-0.15, -0.33, -0.46], [0.06, -0.44, 0.12], [0.15, 0.37, 0.42], [0.36, -1.16, 0.00], [1.50, 0.85, -0.66], [0.08, -0.44, 0.20], [0.35, -0.27, -0.50], [0.12, 0.34, 0.16], [0.53, -0.23, -0.52], [-0.53, -0.46, 0.07], [0.09, 0.55, 0.03], [-0.13, 0.19, 0.06], [0.37, 0.45, 0.26], [-0.17, -0.27, 0.75], [-0.05, -0.57, 0.14], [0.48, 0.58, 0.10], [-0.48, 0.67, 0.31], [0.55, 0.15, 0.56], [0.03, -0.17, -0.74], [-0.33, 1.11, -0.07], [-0.21, -0.51, 0.09], [-0.58, -0.54, 0.20], [-0.55, -0.16, 0.53], [0.50, -0.19, 0.33], [-0.41, 0.07, 0.22], [0.21, 0.10, -0.11], [0.57, 0.92, -0.39], [-0.04, -0.06, -0.01], [-0.24, -0.21, -0.25], [0.22, 0.25, -0.09], [0.08, 0.11, -0.13], [0.03, -0.07, -0.23], [-0.05, -0.04, -0.32], [-0.23, -0.08, -0.01], [-0.21, -0.12, 0.12], [0.00, -0.22, 0.06], [-0.08, -0.12, 0.09], [0.10, 0.19, -0.15], [0.04, 0.06, 0.03], [0.26, -0.05, -0.27], [-0.02, -0.19, 0.04], [0.02, -0.07, 0.15], [-0.07, -0.11, -0.06], [0.09, 0.29, -0.04], [0.06, 0.05, 0.01], [-0.07, 0.10, 0.13], [-0.32, 0.05, -0.02], [0.01, -0.04, 0.32], [0.20, -0.02, -0.04], [0.14, -0.17, 0.07], [0.06, 0.08, -0.12], [-0.24, -0.21, -0.10], [-0.04, 0.13, -0.22], [-0.14, -0.15, 0.09], [-0.28, 0.06, -0.19], [0.08, -0.04, -0.09]], "lowdin_charge": [0.13, 0.57, 0.04, 0.04, 0.01, 0.04, -0.38, 0.02, 0.00, 0.01, 0.05, 0.06, 0.00, 0.04, 0.04, -0.49, 0.00, -0.05, -0.03, -0.01, -0.01, -0.57, -0.59, -0.09, -0.02, -0.60, -0.60, 0.00, -0.03, 0.05, 0.10, 0.06, 0.06, 0.10, 0.10, 0.04, 0.10, -0.02, 0.09, 0.07, 0.09, 0.10, 0.10, 0.11, 0.09, 0.08, 0.09, 0.10, 0.09, 0.06, 0.05, 0.10, 0.11, 0.10, 0.10, 0.07, 0.10, 0.10]}